Record 1
119
Properties=species:S:1:pos:R:3:forces:R:3:mulliken_charge:R:1 method="wB97M-V/def2-TZVPD" e_above_lowest_kj_mol=464.1 multiplicity=1 homo_ev=-5.93 total_charge=+2
H 4.9151 -1.5258 -1.6268 -1.2 -0.4 0.8 0.4359
H -6.4795 2.7032 5.9918 0.3 0.6 -1.2 0.3673
O -2.5361 -1.2142 -7.0370 0.1 -0.3 0.2 -0.3002
H -0.5555 -1.7921 -6.7215 0.4 0.5 -0.8 0.3118
C -1.1908 8.7643 -2.9302 -0.7 0.5 1.5 -0.5941
H -2.0200 -0.9507 -9.0062 -0.1 -0.1 -0.3 0.3175
H 7.8000 2.5880 -1.4909 -0.3 0.1 0.5 0.3149
H -6.1675 -0.9307 5.9728 0.0 -0.3 -0.1 0.3584
H 8.0954 -0.2543 -0.4425 0.2 0.5 -0.3 0.3776
H 8.1336 1.1195 -2.3239 0.3 0.0 -0.3 0.3102
H -3.2777 -2.1963 -8.6651 0.0 0.0 -0.4 0.3400
H 0.7462 3.5435 -3.4314 0.0 -0.2 -0.3 0.2904
C 3.9400 -7.6094 3.0102 -0.2 0.1 0.1 0.0397
C 1.5556 4.1094 -2.9702 -0.3 -0.4 0.2 -0.7288
H 5.4984 -8.6704 1.8939 -0.1 0.3 -0.4 0.3761
O 1.0530 5.3510 -2.5347 0.8 1.0 -1.5 -0.3071
H 6.3380 -1.3896 -1.9474 1.1 0.2 -0.2 0.3130
C -5.8569 1.7762 3.5027 -0.7 0.2 1.0 -0.4907
C -2.0095 -0.9555 -3.9926 0.0 -0.1 1.4 -0.7431
C -6.9675 1.1918 4.3979 -0.3 2.7 0.5 -0.6436
C 9.6226 -2.9575 -0.5979 1.1 -0.7 -1.0 -0.8253
H -1.8130 8.9380 -3.8081 0.0 0.0 0.2 0.4360
H 3.2373 -7.3809 2.2089 -0.4 0.0 -0.4 0.2468
H 5.2515 -9.3342 3.4379 -0.3 0.4 0.5 0.3193
C 4.7147 -8.8298 2.6345 0.7 -1.0 -0.6 -1.3103
N -6.8796 1.7842 5.8673 1.3 -1.5 0.7 -0.1711
H -5.8873 1.4593 7.8313 -0.6 0.4 -0.2 0.4879
H -9.2905 -1.6206 7.7024 0.3 0.5 0.4 0.2679
H 5.6844 -3.7713 -0.3974 -0.1 0.0 -0.1 0.4539
O 1.0842 -2.5212 -0.0523 -0.6 0.9 -1.2 -0.6493
O 3.2455 -7.9447 4.1793 0.8 1.1 0.0 -0.2658
H -5.1884 -2.4303 -1.6338 0.1 0.1 0.1 0.2867
H -0.9885 -3.8050 -5.6111 -0.2 -0.3 0.2 0.4425
N 5.7897 -1.8235 -1.2186 0.6 2.2 0.4 -0.1832
H -0.8262 -2.6616 -3.5482 -0.6 -0.8 0.6 0.4062
H 9.9905 -3.9277 -0.9316 0.4 -0.4 0.7 0.3206
H -8.3988 -2.0209 6.3086 0.2 -0.1 -0.4 0.3078
H -2.0370 -0.2523 -4.8250 -0.4 -0.5 -0.3 0.3792
H -0.2940 -1.8826 -4.8149 0.7 1.1 0.6 0.3593
N -1.1524 -2.1850 -4.3768 0.3 2.6 -0.2 -0.1855
C -2.9085 -1.1991 -8.4255 0.3 -0.3 0.0 -0.7463
H 7.8828 -3.1268 -2.4930 0.1 0.2 -0.2 0.3992
H 5.4317 -3.6108 -2.1770 0.1 -0.3 0.2 0.3598
H -5.7979 -0.9501 7.7261 0.7 0.0 -0.2 0.5196
C -5.9559 1.0077 6.8416 1.3 -0.3 -0.8 -0.5638
C -3.5751 9.4420 -0.1270 -0.7 1.0 0.6 -0.8337
H -7.7982 1.9147 6.2665 -0.6 -0.8 0.2 0.3911
H 4.0265 -9.5779 2.2410 0.0 -0.1 -0.1 0.2712
C 3.6610 -5.8526 5.5446 -0.5 -2.2 0.3 0.7221
O -7.6568 -0.3752 7.2916 -1.7 0.2 0.2 -0.3558
C -1.7544 9.4681 -1.6335 -0.4 0.4 -0.9 -0.6600
C -0.3813 6.8158 -1.4510 0.4 -0.2 -0.5 -0.5645
F 4.5354 -5.1830 4.7261 -0.2 -0.1 -0.4 -0.2866
C 7.3113 1.7586 -2.0021 1.6 -0.3 0.0 -0.7532
H -4.4634 -4.0356 -1.8270 0.6 0.3 0.1 0.2725
C -8.2702 -1.6328 7.3190 -0.5 -1.2 -0.5 -0.7535
H -1.0393 7.0186 -0.6061 -0.3 -0.1 -0.5 0.4046
H -3.8277 -0.3934 -2.9095 0.4 0.1 0.6 0.4554
H -5.0278 -3.1652 -3.2342 -0.5 -0.2 0.0 0.3619
F 4.4505 -6.4522 6.4607 0.1 -0.1 0.0 -0.3016
C -1.6556 -2.9507 -5.4961 -1.6 -2.0 0.1 -0.6596
C 0.0436 5.3488 -1.6077 -0.2 0.4 0.7 -0.6539
H 4.5313 -6.6965 3.0812 0.4 -0.1 0.3 0.2232
O -3.3138 -2.4295 -2.5380 1.1 0.9 -0.3 -0.3186
H -1.7628 6.6481 -3.0271 -1.3 0.5 0.4 0.4004
C -3.4313 -1.2952 -3.3761 1.1 -0.3 -1.1 -0.6036
H -6.0280 1.4031 2.4930 0.5 -0.7 -0.1 0.4157
H 6.4151 -1.6915 0.8255 0.5 0.1 -0.2 0.3684
H -0.8071 4.7365 -1.9067 -0.3 -0.3 -0.1 0.3569
O 1.4950 -2.0368 1.9648 -0.1 -0.1 0.9 -0.5543
C 2.5928 -6.8503 4.8580 -3.2 -2.6 1.5 -0.0137
H -4.2721 9.9965 -0.7554 -0.4 -0.4 -0.1 0.3276
N 1.1303 -1.6564 0.8603 1.4 -0.4 0.9 0.8907
O 6.4680 0.9664 -1.1909 -0.1 -0.3 -0.6 -0.3296
H 6.8831 2.1798 -2.9116 -0.8 -0.4 0.3 0.2706
H 2.0816 -6.1862 4.1609 0.2 0.4 -0.8 0.1403
O -2.7044 8.6681 -0.9131 1.5 0.5 -1.0 -0.3336
O 1.5818 -7.5072 5.6123 3.1 2.8 -0.8 -0.8883
H -1.4197 -0.4413 -3.2338 0.1 -0.3 0.2 0.5040
H -3.7673 2.0016 2.1843 -0.4 0.2 0.1 0.3408
H -0.1938 9.1714 -3.0985 -0.1 -0.1 -0.2 0.3083
O 8.2551 -3.0334 -0.4314 -2.3 0.3 -0.5 -0.2263
H 0.5107 7.4317 -1.3371 0.0 0.0 0.0 0.3585
C 7.1298 0.1760 -0.1767 -1.5 -0.2 -0.7 -0.5346
H -3.2387 3.0202 3.6004 0.1 0.1 -0.3 0.2844
H -4.0611 8.8237 0.6277 -0.2 -0.3 -0.5 0.2539
F 2.9885 -4.9182 6.1749 -0.6 1.2 0.6 -0.2695
H -5.9791 2.8517 3.3741 -0.6 0.4 0.2 0.4050
C 6.1214 -0.9545 0.0780 0.1 -0.7 0.7 -0.6362
H -2.6306 -3.2764 -5.1336 -0.2 -0.3 -0.8 0.2886
C -4.5435 -3.0410 -2.2656 -1.1 -0.2 -0.6 -0.7785
H 9.9091 -2.3688 -1.4693 -0.1 0.9 0.1 0.3482
H -3.6930 -0.4847 -8.6750 0.1 0.1 0.7 0.2305
H 10.0806 -2.5983 0.3237 0.0 -0.2 -0.2 0.2660
H -2.1105 10.4290 -2.0050 -1.4 -0.2 -0.6 0.5194
C -6.3291 -0.4313 6.9281 -0.3 0.2 0.3 -0.6896
H -0.3756 7.0198 -3.5254 1.0 -0.1 -0.1 0.3562
O -4.6122 1.5903 4.0947 -0.4 -0.7 -0.7 -0.2437
H 0.4514 4.9303 -0.6875 -0.4 0.2 0.5 0.4844
H 7.1388 0.8457 0.6833 0.6 -0.6 0.4 0.4070
H -2.7639 1.3073 3.4269 0.3 0.3 -0.1 0.3076
N -1.0166 7.2867 -2.7919 1.2 -0.7 1.1 -0.2055
H -3.1264 10.2439 0.4593 0.9 -0.1 0.0 0.3578
H 7.7454 -4.6507 -1.6001 -0.3 -0.1 -0.2 0.4469
C -1.5533 -2.2211 -6.8135 -0.6 0.7 0.4 -0.5801
C 6.0297 -3.3032 -1.3192 0.9 -0.1 0.2 -0.8089
H -1.0306 10.0122 -1.0267 1.0 -1.4 0.8 0.4523
H -7.8628 1.7148 4.0616 -0.3 -0.4 -0.2 0.3914
H -4.1522 -1.4206 -4.1840 0.0 -0.7 -0.3 0.4232
H -1.5442 -2.9418 -7.6312 0.0 -0.1 0.1 0.5268
H 1.9165 3.5169 -2.1295 0.2 0.0 0.1 0.3294
H -7.1625 0.1196 4.3734 0.5 0.2 0.5 0.2787
O 0.9365 -0.4221 0.6924 -0.6 -0.1 -1.2 -0.6749
H -4.9682 1.0545 6.3828 0.0 0.3 0.0 0.3191
C 7.5421 -3.5805 -1.5624 -0.2 0.5 1.6 -0.5443
H 5.2821 -0.4422 0.5484 -0.9 -0.6 -0.9 0.4431
H -7.6658 -2.3649 7.8546 0.0 0.0 0.3 0.3242
H 2.3483 4.3038 -3.6927 -0.1 0.0 0.2 0.2454
C -3.5550 2.0367 3.2529 0.9 -0.6 0.7 -0.8550



Record 2
112
Properties=species:S:1:pos:R:3:forces:R:3:mulliken_charge:R:1 method="wB97M-V/def2-TZVPD" multiplicity=1 homo_ev=-9.38 total_charge=+1
O -0.9834 -0.2468 2.4275 1.9 3.1 1.2 -0.7549
C -1.7182 5.0217 -1.0317 -0.6 0.0 0.7 -0.6322
H 8.6886 -2.6516 0.2356 -0.1 0.0 -0.1 0.3657
H -3.5853 -0.2118 -1.3648 -0.3 0.2 0.8 0.4233
H -1.8293 6.0644 -1.3942 0.3 -0.7 -0.1 0.5694
C -0.4521 5.7607 -5.3354 0.1 -0.1 -0.2 -1.4254
H -6.0654 0.0685 -1.1314 0.4 0.6 -0.2 0.3732
C -0.9074 5.8217 -3.8521 0.6 0.1 0.1 0.2785
H -5.9020 3.8214 -2.6055 -0.4 -0.4 0.2 0.0506
H -0.5439 7.7681 -3.9317 -0.1 0.1 -0.1 0.3234
H 7.3797 -5.5622 -2.1841 -0.1 0.1 0.1 0.2295
C -1.5974 -2.8688 4.5331 0.5 -0.4 0.1 -1.0440
H 8.2815 -6.9325 -1.5498 -0.3 -0.1 0.3 0.3729
H 2.7044 -2.7627 3.3687 -0.1 -0.2 0.0 0.3040
H -0.2516 1.7596 0.3354 -0.1 0.8 -0.1 0.2016
H -6.8290 2.4017 -3.2009 0.1 0.4 0.4 0.2709
H -0.4643 4.7309 -5.7569 -0.2 0.7 0.3 0.3754
N -0.9117 3.7172 0.8867 1.2 0.2 0.3 0.0159
N 6.9200 -3.7258 -0.2051 1.1 0.5 -0.2 0.1795
H 7.1882 -1.9661 -1.3209 0.1 -0.1 0.2 0.3770
H 2.5346 -0.7296 5.9489 0.0 0.0 0.0 0.4178
H 0.5921 6.1372 -5.4305 -0.6 -0.3 0.3 0.3661
P 0.0503 -0.9176 3.3580 -2.2 -6.6 -0.9 0.6585
H 7.4054 -2.4891 1.4597 0.0 0.0 0.0 0.2963
H -8.1991 2.3119 -1.1193 0.7 0.0 0.1 0.3066
H 2.7343 -6.4147 -0.3887 0.2 0.0 -0.2 0.3698
H 2.7546 -4.7708 0.2920 -0.1 0.0 0.1 0.1646
H -4.0960 0.0165 0.3769 -0.1 0.1 -0.7 0.3506
C -0.2138 2.8022 -0.0628 0.7 -1.7 -0.5 -0.9886
P 5.8799 -4.8840 0.5481 -1.0 3.3 -6.5 0.8900
C -5.3973 0.9622 -1.1699 0.0 -0.5 0.5 -0.7719
H -1.0614 6.4176 -5.9960 0.2 -0.5 0.5 0.3818
C 1.4001 -1.4263 1.1442 0.1 0.1 0.4 -0.7782
H 5.3099 -5.0225 -2.4185 0.1 0.1 0.1 0.2274
C -4.0094 0.5001 -0.6196 0.1 0.9 -0.4 -0.9549
H 0.1525 -3.5637 0.7673 0.2 0.2 0.0 0.3222
H 0.1531 5.4372 0.1294 -0.4 -0.5 0.2 0.3358
C 7.8389 -5.9693 -1.2808 1.0 0.4 0.3 -0.7797
H 1.9410 -2.1710 0.5562 -0.1 -0.1 0.1 0.2220
H -1.7183 0.4271 5.0023 0.0 0.0 -0.1 0.2959
H 0.0244 2.4297 -2.1694 -0.4 0.3 0.6 0.5768
C -0.2646 4.6983 -2.9579 0.3 0.5 -1.3 -0.7007
H -2.3439 -3.0257 3.7443 0.0 -0.1 0.0 0.3271
H -0.3641 3.7046 1.7536 -0.2 0.0 -0.1 0.3701
H -5.2778 1.2031 -2.2444 -0.1 0.2 0.6 0.3135
C 6.3816 -2.6281 -0.9954 -0.4 0.0 -0.1 -1.0337
N -1.2313 4.0899 -2.0446 0.7 0.4 0.4 0.4495
H 7.4514 -8.1021 0.2671 0.0 0.0 0.0 0.4254
C -0.8837 5.0883 0.2887 -1.3 0.9 -0.3 -0.8495
C 6.5507 -7.5070 0.0937 0.0 -0.1 0.2 -1.0763
H -1.1878 -2.4414 1.0405 0.0 0.0 0.0 0.1773
C -1.9465 1.7037 -1.6795 1.0 0.1 1.0 -1.1656
H -2.7504 4.7001 -0.7430 0.6 0.3 -0.1 0.0431
H -2.3963 1.9095 -2.6683 0.0 -0.2 0.6 0.2387
H -2.4467 1.5058 0.4856 0.0 0.1 -0.8 -0.3861
C -0.3578 -2.9661 1.5270 -0.4 -0.1 0.1 -1.0135
C -0.7978 2.7836 -1.5075 -0.6 -0.5 -0.4 -0.2235
O -0.4231 7.0586 -3.2966 -0.2 -0.2 0.3 -0.5537
H 1.4393 -3.6370 4.2561 -0.1 0.1 -0.2 0.2081
C -6.8725 3.2849 -2.5308 -0.9 0.2 -0.1 -0.1281
H -1.3997 5.7711 1.0005 0.5 -0.4 -0.5 0.4399
H -5.3982 2.7898 0.1503 -0.3 -0.4 -0.6 0.2078
H 2.7873 -2.8928 5.0980 -0.2 0.4 0.2 0.3476
H -2.0773 -3.0754 5.4939 0.0 0.2 0.0 0.3700
C 2.0883 -2.7589 4.2680 0.8 0.0 -0.8 -0.8034
C 3.3342 -5.6970 0.1777 0.0 0.3 0.3 -0.9979
H 0.7846 -0.8198 0.4656 0.0 0.0 -0.1 -0.0223
H 0.8629 3.0794 -0.0331 -0.8 0.2 -0.1 0.4710
H 3.7134 -5.7032 -2.3454 -0.1 0.0 0.2 0.3623
H 5.9241 -2.9815 -1.9160 -0.1 -0.1 0.1 0.2950
H 1.0129 0.1055 5.7078 -0.1 -0.1 0.0 0.3164
H -2.5152 -0.8507 5.9009 0.1 -0.2 0.0 0.3670
N -1.0719 -1.5223 4.5130 -0.9 1.3 1.0 0.2587
H -1.4203 0.7190 -1.7179 -0.5 0.5 0.0 0.4548
N 1.3277 -1.5229 4.4043 0.0 2.3 0.1 0.1102
C 7.8829 -3.1776 0.7529 0.1 -0.4 0.1 -1.1935
H 0.6267 5.1598 -2.4710 -0.5 -0.2 -0.1 0.2955
H -2.9484 -0.5607 4.2010 -0.1 0.1 0.0 0.2777
C -7.7978 5.7007 -2.5109 -0.2 -0.6 0.2 -1.0299
H -7.6459 5.6947 -1.4078 -0.1 -0.1 -0.7 0.2730
H 8.6755 -5.3316 -0.9956 -0.1 0.0 -0.2 0.2551
H -8.6999 6.3198 -2.6949 0.7 -0.2 -0.1 0.3348
H 5.6523 -2.0250 -0.4426 0.0 0.1 0.0 0.2656
C -8.0014 4.2448 -3.0587 0.7 0.2 0.5 -0.5657
H -6.8823 6.1528 -2.9509 -0.7 -0.1 0.1 0.2622
H 3.9469 -4.0147 -1.8630 0.0 0.1 -0.1 0.2688
H -1.8552 3.4176 1.1522 0.0 -0.1 -0.5 0.4102
H 0.1370 3.9446 -3.6731 -0.4 0.2 0.7 0.4530
H -8.9718 3.8277 -2.7132 0.4 0.4 -0.4 0.3179
N 4.6181 -5.4596 -0.4740 -1.6 -1.3 0.5 0.3029
C -6.1001 2.0689 -0.3234 -0.7 -0.5 0.1 -0.4666
H -0.8103 -3.6159 4.4364 0.0 0.0 -0.2 0.2391
C -2.9606 1.6760 -0.4953 -0.1 -0.3 -0.1 1.3755
H -7.9805 4.2689 -4.1670 -0.2 0.0 0.6 0.3304
O 5.0120 -3.8126 1.2321 0.9 -2.1 3.0 -0.9084
H 3.4785 -6.1248 1.1708 0.0 0.1 0.0 0.2932
H 5.9489 -7.5795 1.0014 -0.1 0.0 -0.1 0.3182
C 1.4804 -0.8811 5.7026 0.0 0.2 0.0 -1.0916
C 4.3929 -5.0180 -1.8300 0.5 -0.2 -0.2 -0.9947
H -2.0140 5.7802 -3.7242 0.6 -0.1 -0.4 0.2622
C -2.1178 -0.5851 4.9181 -0.1 0.1 -0.4 -1.0673
H 1.0160 -1.4802 6.4920 0.0 0.0 0.0 0.3356
N 6.8819 -6.1201 -0.2014 -0.2 -0.8 2.3 0.0120
H -7.4336 3.7854 -0.5019 0.1 -0.7 -0.2 0.2570
H -0.7620 -3.6971 2.2219 -0.1 0.1 0.1 0.3444
H 5.9823 -7.9575 -0.7265 0.0 0.0 0.0 0.3266
H -3.4403 2.6770 -0.4263 0.0 -0.7 -0.1 -0.5273
H 8.3487 -3.9838 1.3290 0.0 0.0 0.0 0.4003
H -6.5918 1.5412 0.5296 0.4 0.4 -0.4 0.3759
N 0.5774 -2.0652 2.1833 0.9 -0.4 -0.9 0.2355
H 2.1555 -0.7728 1.5939 0.0 0.0 0.0 0.3879
C -7.2291 2.8486 -1.0720 0.6 0.7 -0.4 -0.7280



| no. | E (Ha) | orbital gap (eV) |
| --- | --- | --- |
| 1 | -2659.16373 | 1.348 |
| 2 | -2455.46579 | 6.556 |